[1]
{
  "formula": "C2H9NO",
  "method": "ωB97M-V with the def2-TZVPD basis set",
  "elements": ["H", "H", "C", "C", "O", "H", "H", "H", "H", "N", "H", "H", "H"],
  "xyz": [[-0.2960, 0.1241, 3.3193], [-0.1270, -0.3775, 3.8413], [1.1179, -0.7413, -1.2358], [0.4972, -0.2343, 0.0259], [-0.1963, -1.1707, -0.8093], [1.8048, -1.5708, -1.1660], [1.1386, -0.1035, -2.1096], [0.7925, -0.7833, 0.9327], [0.7352, 0.8109, 0.0817], [-1.1217, 1.6988, 0.8586], [-1.4879, 2.5812, 0.5501], [-1.4791, 0.9232, 0.3367], [-1.0726, 1.6000, 1.8681]],
  "forces_ev_per_angstrom": [[0.044, -0.088, 0.074], [-0.026, 0.058, -0.044], [-0.467, -1.805, 1.145], [3.891, -2.459, 0.037], [-0.791, 2.233, -0.801], [0.336, 0.087, -0.350], [0.004, 0.048, 0.024], [0.095, 0.471, -0.222], [-2.148, 0.602, -0.208], [0.179, 1.036, 0.446], [-0.342, 0.040, 0.218], [-0.346, -0.157, 0.235], [-0.427, -0.065, -0.554]],
  "relative_energy_kj_mol": 352.4,
  "smiles": "[H][H].C1CO1.N",
  "lumo_ev": 1.2,
  "homo_ev": -9.1431,
  "energy_ev": -5753.8705,
  "homo_lumo_gap_ev": 10.3629
}


[2]
{
  "formula": "C17H32N5O5",
  "method": "ωB97M-V with the def2-TZVPD basis set",
  "elements": ["C", "C", "C", "C", "N", "C", "C", "N", "N", "C", "C", "O", "N", "O", "C", "C", "C", "N", "H", "H", "H", "H", "H", "H", "H", "H", "H", "H", "H", "H", "H", "H", "H", "H", "H", "H", "C", "O", "C", "C", "O", "C", "C", "O", "C", "H", "H", "H", "H", "H", "H", "H", "H", "H", "H", "H", "H", "H", "H"],
  "xyz": [[5.1717, -1.4116, -0.5511], [5.1274, -0.2028, -1.4910], [3.7110, 0.2125, -1.8891], [2.8389, 0.6790, -0.7115], [1.5144, 0.0146, -0.6173], [1.5084, -1.3344, -0.3432], [2.0764, -1.7445, 0.8752], [2.1167, -3.0257, 1.1784], [1.6418, -4.0073, 0.4501], [1.0714, -3.6668, -0.6945], [0.5662, -4.8587, -1.4700], [-0.7848, -4.6193, -1.8242], [-1.2445, -5.7301, -2.7316], [-1.5661, -5.3004, -3.7408], [0.9610, -2.3342, -1.1520], [0.2797, -1.9920, -2.4458], [-1.1412, -1.5143, -2.1602], [-1.5562, -0.3241, -2.1701], [6.1498, -1.8893, -0.5463], [4.9291, -1.1242, 0.4773], [4.4232, -2.1536, -0.8547], [5.6904, -0.4454, -2.3951], [5.6490, 0.6382, -1.0240], [3.7891, 1.0428, -2.5964], [3.2398, -0.6087, -2.4418], [2.6182, 1.7420, -0.8079], [3.3540, 0.5680, 0.2447], [1.0101, 0.1925, -1.4772], [2.4918, -1.0279, 1.5698], [2.5367, -3.3192, 2.0541], [0.6551, -5.7395, -0.8294], [1.1966, -5.0091, -2.3570], [0.2135, -2.8678, -3.0898], [0.8224, -1.2149, -2.9939], [-1.8463, -2.3022, -1.8935], [-0.8274, 0.3381, -2.4480], [0.1649, 2.8794, 1.5580], [-1.1803, 2.7995, 1.1644], [-1.6420, 1.4718, 0.9886], [-3.1106, 1.3431, 1.3191], [-3.3981, 1.3630, 2.7037], [-3.3547, 2.6138, 3.3751], [-4.5037, 3.5382, 3.0486], [-4.3218, 4.1438, 1.7816], [-5.5378, 4.4947, 1.1590], [0.8397, 2.5228, 0.7668], [0.3853, 3.9248, 1.7644], [0.3485, 2.2960, 2.4692], [-1.0711, 0.7822, 1.6258], [-1.4998, 1.1815, -0.0605], [-3.4272, 0.3539, 0.9792], [-3.6939, 2.0856, 0.7709], [-2.3999, 3.1204, 3.2178], [-3.4312, 2.3607, 4.4343], [-4.5505, 4.3203, 3.8184], [-5.4419, 2.9713, 3.0722], [-6.1979, 3.6254, 1.0594], [-5.2988, 4.8703, 0.1662], [-6.0645, 5.2776, 1.7158]],
  "forces_ev_per_angstrom": [[-0.375, 0.132, 0.026], [0.156, -0.226, 0.092], [0.278, 0.266, -0.109], [-0.186, 0.226, 0.251], [0.167, -0.438, -0.746], [0.160, 0.132, 0.395], [0.040, 0.088, -0.300], [0.017, 0.301, 0.003], [-0.023, -0.051, -0.049], [-0.135, -0.035, 0.156], [-0.068, -0.224, 0.210], [0.081, 0.341, -0.224], [0.294, -0.218, -0.122], [-0.278, 0.046, 0.169], [0.000, -0.171, -0.011], [-0.146, 0.010, -0.172], [-0.124, 0.016, 0.122], [0.116, -0.055, -0.123], [-0.023, 0.031, 0.046], [0.118, -0.034, -0.013], [0.174, -0.084, -0.080], [-0.077, 0.079, -0.010], [-0.048, -0.007, -0.063], [-0.054, -0.110, -0.037], [-0.069, -0.020, 0.167], [0.040, -0.035, 0.084], [-0.007, -0.056, -0.057], [-0.136, 0.136, 0.170], [-0.010, -0.167, 0.118], [-0.032, -0.083, -0.005], [0.074, 0.030, -0.062], [-0.064, 0.078, 0.000], [0.102, 0.039, 0.048], [0.041, -0.016, 0.143], [0.067, 0.025, 0.015], [-0.094, 0.055, -0.052], [-0.038, 0.037, -0.083], [-0.029, -0.025, 0.216], [0.076, 0.095, -0.127], [-0.092, -0.052, -0.084], [0.050, -0.069, 0.036], [0.009, 0.029, 0.118], [0.031, 0.167, -0.037], [-0.011, -0.227, -0.094], [0.029, 0.108, 0.023], [0.014, -0.014, 0.033], [0.012, 0.005, -0.035], [0.022, -0.019, -0.011], [-0.006, 0.010, 0.023], [0.023, -0.113, 0.031], [-0.017, 0.010, -0.019], [0.089, 0.084, 0.040], [-0.047, 0.040, -0.097], [0.013, -0.011, -0.002], [-0.085, -0.046, 0.048], [0.007, -0.021, 0.006], [-0.010, 0.008, 0.018], [0.010, 0.025, 0.010], [-0.025, -0.020, 0.005]],
  "relative_energy_kj_mol": 312.3,
  "lumo_ev": -4.6,
  "homo_ev": -10.8655,
  "energy_ev": -35823.6754,
  "total_charge": 1,
  "homo_lumo_gap_ev": 6.2555
}


[3]
{
  "formula": "C22H42N2O3S2",
  "method": "ωB97M-V with the def2-TZVPD basis set",
  "elements": ["C", "C", "C", "C", "N", "C", "C", "C", "C", "C", "O", "C", "O", "N", "C", "C", "C", "O", "C", "C", "C", "C", "C", "C", "S", "S", "C", "C", "C", "H", "H", "H", "H", "H", "H", "H", "H", "H", "H", "H", "H", "H", "H", "H", "H", "H", "H", "H", "H", "H", "H", "H", "H", "H", "H", "H", "H", "H", "H", "H", "H", "H", "H", "H", "H", "H", "H", "H", "H", "H", "H"],
  "xyz": [[5.4682, 2.4733, 1.6813], [4.5833, 1.2203, 1.5159], [3.0771, 1.4943, 1.4350], [2.6834, 2.5988, 0.4376], [1.6458, 2.1961, -0.5668], [0.4047, 2.9804, -0.4125], [-0.3482, 2.7360, 0.9023], [-0.3981, 1.3064, 1.4444], [-0.6637, 0.2173, 0.3911], [-1.9519, -0.5871, 0.5603], [-3.0631, 0.3084, 0.7970], [-3.4387, 1.1404, -0.1816], [-3.7507, 2.2500, 0.0524], [-3.5714, 0.5316, -1.4878], [-4.8154, 1.0519, -2.1112], [-2.4367, 0.8732, -2.3557], [-1.6403, -0.2756, -2.9127], [-2.2077, 1.9991, -2.6484], [-1.9992, -1.6637, 1.6643], [-0.7830, -1.6979, 2.5948], [-2.2403, -3.0564, 1.0627], [-3.5308, -3.1884, 0.2465], [-3.9479, -4.6518, 0.0580], [2.1537, 2.2185, -1.8687], [1.7336, 3.2408, -3.0574], [3.4563, 1.0264, -2.1671], [2.6436, -0.5496, -1.7723], [3.5772, -1.5391, -1.0577], [2.8332, -2.5726, -0.2080], [4.8733, 3.3915, 1.6818], [5.9920, 2.4545, 2.6405], [6.2161, 2.5508, 0.8911], [4.7516, 0.5634, 2.3766], [4.8878, 0.6424, 0.6395], [2.5677, 0.5808, 1.1037], [2.6838, 1.7190, 2.4320], [2.2900, 3.4846, 0.9413], [3.5780, 2.9177, -0.1015], [0.6317, 4.0529, -0.4772], [-0.2404, 2.7524, -1.2645], [0.1068, 3.3661, 1.6776], [-1.3644, 3.1134, 0.7602], [0.5150, 1.0781, 2.0005], [-1.2085, 1.2751, 2.1807], [0.1725, -0.4874, 0.3727], [-0.6732, 0.6677, -0.6085], [-2.1481, -1.0866, -0.3914], [-5.6219, 0.9982, -1.3808], [-5.0566, 0.4135, -2.9644], [-4.6999, 2.0845, -2.4474], [-0.5774, -0.0481, -2.7918], [-1.8842, -1.2259, -2.4421], [-1.8474, -0.3341, -3.9847], [-2.8731, -1.4447, 2.2886], [-0.6111, -0.7421, 3.0923], [0.1275, -2.0060, 2.0729], [-0.9647, -2.4328, 3.3859], [-2.2996, -3.7589, 1.9052], [-1.3755, -3.3630, 0.4585], [-3.3865, -2.7457, -0.7481], [-4.3266, -2.6035, 0.7215], [-4.5446, -5.0118, 0.9000], [-4.5199, -4.7933, -0.8613], [-3.0602, -5.2907, -0.0023], [1.7647, -0.3295, -1.1607], [2.2892, -0.9701, -2.7185], [4.1843, -2.0494, -1.8104], [4.2573, -0.9604, -0.4252], [3.4875, -2.9902, 0.5598], [1.9718, -2.1148, 0.2839], [2.4621, -3.3991, -0.8214]],
  "forces_ev_per_angstrom": [[-0.138, -0.027, 0.193], [0.037, -0.085, 0.265], [-0.170, -0.126, -0.163], [0.113, -0.417, -0.031], [0.065, 0.853, -0.313], [-0.274, -0.145, 0.032], [0.423, 0.199, 0.132], [-0.283, -0.142, 0.167], [0.104, 0.015, 0.031], [-0.129, -0.257, -0.264], [0.525, -0.024, 0.283], [0.239, -1.376, -0.508], [-0.666, 1.665, 0.408], [-0.061, -0.041, 0.058], [0.089, 0.002, -0.184], [-0.261, -0.921, 0.108], [0.087, -0.114, 0.055], [0.266, 1.009, -0.220], [0.075, -0.058, 0.098], [-0.156, -0.101, 0.157], [-0.202, -0.004, 0.318], [0.175, 0.034, -0.322], [0.111, 0.031, 0.084], [0.066, -0.370, 0.322], [-0.113, -0.007, -0.077], [0.106, 0.140, -0.114], [-0.247, -0.303, 0.085], [0.005, 0.267, -0.014], [-0.031, -0.019, -0.242], [0.096, -0.059, -0.092], [0.025, -0.004, -0.132], [-0.059, 0.061, 0.047], [-0.035, -0.028, -0.146], [0.016, 0.250, 0.012], [0.094, 0.035, 0.141], [0.069, 0.063, -0.066], [0.057, -0.079, 0.023], [-0.115, 0.019, 0.002], [-0.045, -0.079, -0.133], [0.120, 0.000, 0.087], [-0.151, -0.064, -0.003], [0.064, -0.001, -0.038], [-0.069, 0.020, -0.188], [0.114, 0.044, -0.020], [-0.082, -0.050, -0.077], [0.017, -0.015, 0.174], [-0.013, 0.025, 0.065], [0.063, -0.053, -0.098], [-0.001, 0.049, 0.086], [-0.042, -0.041, 0.104], [-0.096, -0.052, -0.109], [0.002, 0.060, -0.079], [0.032, -0.015, 0.070], [0.046, 0.135, -0.130], [0.052, -0.049, -0.127], [-0.021, 0.087, 0.006], [0.048, 0.030, -0.110], [0.088, 0.011, -0.117], [-0.063, 0.008, 0.024], [-0.035, 0.040, 0.175], [0.029, -0.122, -0.033], [0.043, 0.020, -0.064], [-0.050, -0.006, 0.133], [-0.091, 0.041, -0.074], [0.158, 0.076, 0.025], [-0.020, 0.020, 0.114], [0.116, 0.068, 0.136], [-0.075, -0.165, -0.057], [-0.064, -0.014, -0.067], [0.043, -0.022, 0.109], [-0.023, 0.078, 0.082]],
  "smiles": "CCCCN(CCCC[C@H](OC(=O)N(C)C(C)=O)[C@H](C)CCC)C(=S)SCCC",
  "lumo_ev": 0.2,
  "homo_ev": -8.1707,
  "energy_ev": -54287.8750,
  "homo_lumo_gap_ev": 8.3780
}


[4]
{
  "formula": "C45H51AsN3OPPd",
  "method": "ωB97M-V with the def2-TZVPD basis set",
  "elements": ["Pd", "C", "N", "C", "C", "C", "C", "C", "C", "C", "N", "C", "C", "C", "C", "C", "C", "N", "C", "C", "H", "H", "H", "H", "H", "H", "H", "H", "H", "H", "H", "H", "H", "H", "H", "H", "H", "H", "H", "H", "C", "C", "As", "C", "C", "C", "C", "C", "C", "C", "C", "C", "C", "C", "C", "P", "C", "C", "C", "C", "C", "C", "C", "C", "C", "C", "C", "C", "H", "H", "H", "H", "H", "H", "H", "H", "H", "H", "H", "H", "H", "H", "H", "H", "H", "H", "H", "H", "H", "H", "H", "H", "C", "C", "C", "O", "H", "H", "H", "H", "H", "H", "H"],
  "xyz": [[0.0078, -0.8760, 0.1705], [2.4816, -2.3791, 1.7404], [2.9762, -1.1884, 2.4233], [3.4158, -0.1679, 1.4795], [2.1224, -0.7551, 3.4786], [2.3244, -1.3473, 4.7233], [1.5741, -1.0230, 5.8442], [0.6050, -0.0294, 5.7146], [0.3918, 0.5753, 4.4912], [1.0994, 0.2150, 3.3212], [0.7413, 0.7130, 2.0910], [0.6096, 2.0475, 1.9805], [1.3505, 2.9746, 2.7752], [1.2552, 4.3437, 2.6325], [0.4113, 4.9109, 1.6793], [-0.3239, 4.0305, 0.8925], [-0.2515, 2.6510, 1.0193], [-1.1077, 1.8362, 0.1971], [-2.5139, 2.0207, 0.4723], [-0.8230, 1.9256, -1.2174], [3.2494, -2.7563, 1.0596], [1.5754, -2.1883, 1.1428], [2.2533, -3.1503, 2.4796], [4.3823, -0.4816, 1.0630], [3.5633, 0.7714, 2.0155], [2.7255, -0.0060, 0.6480], [3.1237, -2.0802, 4.7791], [1.7554, -1.5129, 6.7936], [-0.0005, 0.2675, 6.5659], [-0.3826, 1.3285, 4.3857], [2.0251, 2.5652, 3.5183], [1.8623, 4.9784, 3.2725], [0.3260, 5.9829, 1.5525], [-1.0034, 4.4241, 0.1409], [-2.9117, 2.9791, 0.0861], [-2.6810, 1.9964, 1.5502], [-3.0804, 1.2065, 0.0084], [-0.9794, 2.9465, -1.6136], [-1.4770, 1.2295, -1.7493], [0.2003, 1.6097, -1.4056], [-3.9083, -2.4627, -0.7434], [-4.0517, -3.8633, -0.1719], [-5.8870, -4.2856, 0.3602], [-5.5058, -5.7643, 1.6008], [-4.2578, -6.3763, 1.6565], [-4.0310, -7.4280, 2.5429], [-5.0428, -7.8690, 3.3772], [-6.2916, -7.2614, 3.3297], [-6.5182, -6.2192, 2.4414], [-6.1110, -2.8820, 1.7115], [-7.2199, -2.0504, 1.6149], [-7.4018, -1.0082, 2.5205], [-6.4710, -0.8016, 3.5252], [-5.3609, -1.6312, 3.6288], [-5.1798, -2.6685, 2.7257], [-2.1375, -1.7882, -0.9660], [-1.4679, -2.3562, 0.6369], [-0.9114, -3.6459, 0.8729], [-0.5841, -4.0623, 2.1389], [-0.7652, -3.1996, 3.2414], [-1.2897, -1.9475, 3.0472], [-1.6671, -1.5173, 1.7564], [-1.4868, -3.0174, -2.1844], [-0.1108, -3.1565, -2.3822], [0.3722, -4.0123, -3.3670], [-0.4885, -4.7329, -4.1861], [-1.8590, -4.5820, -4.0144], [-2.3436, -3.7370, -3.0241], [-4.3104, -1.7302, -0.0328], [-4.4858, -2.3163, -1.6612], [-3.4464, -3.9417, 0.7302], [-3.6953, -4.6352, -0.8566], [-3.4424, -6.0276, 1.0383], [-3.0488, -7.8826, 2.5831], [-4.8593, -8.6787, 4.0735], [-7.0873, -7.5927, 3.9862], [-7.4949, -5.7467, 2.4201], [-7.9444, -2.2031, 0.8223], [-8.2644, -0.3586, 2.4297], [-6.5983, 0.0166, 4.2238], [-4.6109, -1.4622, 4.3892], [-4.2935, -3.2873, 2.8215], [-0.7228, -4.2928, 0.0213], [-0.1366, -5.0394, 2.2840], [-0.4503, -3.5058, 4.2319], [-1.3721, -1.2576, 3.8774], [-2.1542, -0.5571, 1.6213], [0.5997, -2.5409, -1.8130], [1.4457, -4.0897, -3.4977], [-0.0993, -5.3938, -4.9525], [-2.5558, -5.1217, -4.6463], [-3.4166, -3.6430, -2.9183], [3.0398, 0.8770, -2.1593], [2.2172, -0.3781, -2.4707], [1.2665, -0.1215, -3.6511], [1.5472, -0.8186, -1.3682], [3.5599, 1.2823, -3.0376], [3.7805, 0.6531, -1.3894], [2.3781, 1.6507, -1.7596], [2.9539, -1.1329, -2.8417], [0.6191, 0.7337, -3.4388], [0.6236, -0.9925, -3.7882], [1.7986, 0.0775, -4.5918]],
  "forces_ev_per_angstrom": [[-0.659, -0.059, 0.540], [0.032, -0.110, 0.103], [-0.038, -0.049, -0.112], [0.082, 0.044, -0.006], [-0.089, 0.012, 0.110], [0.043, -0.069, -0.077], [-0.042, 0.069, -0.059], [0.004, 0.003, 0.016], [0.028, 0.043, 0.017], [0.128, -0.098, -0.142], [-0.009, 0.196, 0.170], [-0.031, 0.020, -0.021], [0.040, -0.009, 0.061], [0.015, 0.011, -0.006], [0.013, -0.138, 0.028], [-0.035, -0.033, -0.088], [-0.107, 0.233, -0.129], [0.095, -0.003, 0.158], [0.039, -0.076, 0.037], [-0.069, -0.090, -0.078], [0.054, 0.022, -0.006], [0.077, -0.009, 0.041], [0.028, -0.010, -0.019], [0.008, -0.004, 0.007], [0.002, 0.034, -0.042], [-0.029, -0.018, 0.046], [-0.022, -0.012, 0.053], [-0.003, -0.001, 0.014], [0.020, -0.021, 0.017], [-0.003, -0.010, 0.013], [0.001, 0.025, 0.004], [-0.006, 0.014, -0.008], [0.014, 0.018, 0.009], [0.003, 0.041, 0.017], [-0.011, 0.005, 0.013], [-0.017, -0.019, 0.011], [-0.013, 0.012, -0.018], [-0.012, -0.005, -0.075], [0.027, 0.037, -0.028], [0.044, 0.046, 0.026], [-0.013, 0.153, 0.036], [0.088, 0.121, 0.160], [-0.165, -0.099, -0.024], [0.082, 0.184, -0.121], [-0.055, -0.181, 0.213], [0.054, 0.155, -0.163], [-0.048, -0.090, 0.103], [0.009, 0.093, -0.096], [-0.045, -0.126, 0.124], [0.056, -0.193, -0.109], [-0.015, 0.148, 0.121], [-0.006, -0.114, -0.081], [0.032, 0.066, 0.089], [0.027, -0.050, -0.126], [-0.023, 0.096, 0.079], [0.010, -0.048, -0.136], [0.003, -0.197, -0.221], [-0.001, -0.026, -0.181], [0.011, 0.109, 0.102], [0.001, -0.185, -0.046], [-0.091, 0.108, -0.085], [0.393, 0.353, -0.214], [-0.186, -0.023, 0.054], [0.251, 0.008, -0.036], [0.000, 0.025, 0.028], [-0.054, 0.044, 0.065], [0.113, 0.006, 0.024], [-0.003, -0.015, -0.009], [-0.054, -0.087, 0.017], [0.032, -0.033, -0.062], [0.112, 0.042, 0.037], [-0.064, 0.026, -0.072], [0.020, -0.006, -0.029], [-0.006, -0.016, 0.019], [0.000, 0.001, -0.004], [0.008, -0.014, 0.009], [0.014, 0.029, -0.043], [0.033, -0.031, -0.009], [0.012, 0.009, 0.014], [-0.005, 0.002, -0.003], [0.006, 0.041, 0.063], [-0.017, -0.033, -0.097], [-0.041, -0.009, 0.060], [0.000, -0.020, 0.009], [-0.006, -0.011, 0.011], [-0.033, -0.048, 0.009], [-0.125, -0.088, 0.122], [-0.221, -0.093, -0.022], [0.002, -0.030, -0.031], [0.002, 0.003, -0.004], [0.004, -0.009, -0.006], [-0.019, 0.030, 0.015], [0.066, 0.192, -0.014], [-0.310, 0.026, 0.133], [-0.050, 0.117, -0.144], [0.575, -0.189, -0.166], [-0.013, -0.050, -0.032], [-0.004, -0.019, 0.003], [0.009, 0.022, -0.004], [0.002, -0.127, 0.052], [-0.011, 0.009, 0.032], [0.024, 0.006, -0.046], [0.029, -0.006, 0.038]],
  "relative_energy_kj_mol": 93.3,
  "lumo_ev": 4.0,
  "homo_ev": -0.5976,
  "energy_ev": -127616.2020,
  "total_charge": -2,
  "homo_lumo_gap_ev": 4.6212
}